DFT (wB97M-V/def2-TZVPD) results for one molecule with the formula C10H13N2OPS at a distorted geometry.

```
! wB97M-V def2-TZVPD RIJCOSX def2/J DEFGRID3
* xyz 0 1
C -3.753 1.435 2.498
C -2.526 1.195 2.885
N -1.758 0.428 2.009
N -0.549 -0.187 2.285
C 0.113 -0.124 3.371
P -2.208 -0.067 0.389
S -1.772 -2.649 0.637
C -0.769 0.084 -0.665
C 0.591 -0.185 -0.373
C 1.559 -0.083 -1.374
C 1.197 0.438 -2.601
O 2.081 0.614 -3.619
C 3.401 0.156 -3.537
C -0.132 0.798 -2.856
C -1.087 0.516 -1.922
H -4.487 2.136 3.009
H -4.088 1.240 1.488
H -2.478 1.287 3.943
H 1.001 -0.687 3.460
H -0.277 0.200 4.264
H -0.893 -2.191 1.445
H 0.760 -0.792 0.580
H 2.531 -0.485 -1.245
H 3.995 0.506 -4.322
H 3.543 -0.932 -3.566
H 3.789 0.401 -2.541
H -0.318 1.435 -3.688
H -2.097 0.854 -2.165
*
```

Highest occupied orbital energy, Eh: -0.29978
Kohn-Sham gap, Eh: 0.286
SMILES string: C=CN(N=C)P(S)c1ccc(OC)cc1
Maximum force, eV/Å: 4.10
DFT total energy, eV: -35727.844
ΔE to the lowest compared entry with this formula, charge and spin, kJ/mol: 397.68

In the natural (NBO) picture, each atom carries the following charge in e: number 1, C, carries -0.414; number 2, C, carries -0.076; number 3, N, carries -0.557; number 4, N, carries -0.250; number 5, C, carries -0.127; number 6, P, carries 1.016; number 7, S, carries -0.409; number 8, C, carries -0.478; number 9, C, carries -0.131; number 10, C, carries -0.306; number 11, C, carries 0.342; number 12, O, carries -0.490; number 13, C, carries -0.247; number 14, C, carries -0.266; number 15, C, carries -0.159; number 16, H, carries 0.211; number 17, H, carries 0.200; number 18, H, carries 0.234; number 19, H, carries 0.184; number 20, H, carries 0.154; number 21, H, carries 0.111; number 22, H, carries 0.248; number 23, H, carries 0.218; number 24, H, carries 0.201; number 25, H, carries 0.173; number 26, H, carries 0.171; number 27, H, carries 0.227; number 28, H, carries 0.220

---

DFT (wB97M-V/def2-TZVPD) results for one molecule with the formula C10H13N3 at a distorted geometry.

```
! wB97M-V def2-TZVPD RIJCOSX def2/J DEFGRID3
* xyz 0 1
C -1.050 -0.692 -1.210
C -2.297 -1.156 -0.891
C -0.826 0.392 -0.317
C 2.434 0.117 -0.892
C 1.441 0.964 -1.152
C 2.408 -0.602 0.401
C 0.347 1.186 -0.207
C 3.548 -1.573 0.612
C 0.327 2.436 0.604
C -4.015 -0.510 0.801
N -1.895 0.552 0.471
N 1.519 -0.401 1.245
N -2.759 -0.386 0.123
H -0.376 -1.060 -1.957
H -2.880 -1.956 -1.301
H 3.243 -0.069 -1.584
H 1.415 1.527 -2.075
H 3.668 -2.210 -0.262
H 3.355 -2.186 1.489
H 4.469 -1.010 0.769
H -0.062 3.260 0.000
H 1.328 2.698 0.938
H -0.330 2.299 1.457
H -3.853 -0.432 1.875
H -4.699 0.287 0.495
H -4.459 -1.475 0.567
*
```

Highest occupied orbital energy (alpha / beta), Eh: -0.25374 / -0.30770
Kohn-Sham gap (alpha / beta), Eh: 0.268 / 0.322
Maximum force, eV/Å: 1.52
DFT total energy, eV: -15047.750
ΔE to the lowest compared entry with this formula, charge and spin, kJ/mol: 322.71

In the natural (NBO) picture, each atom carries the following charge in e: number 1, C, carries -0.309; number 2, C, carries -0.048; number 3, C, carries 0.058; number 4, C, carries -0.232; number 5, C, carries -0.186; number 6, C, carries 0.108; number 7, C, carries 0.111; number 8, C, carries -0.646; number 9, C, carries -0.649; number 10, C, carries -0.399; number 11, N, carries -0.258; number 12, N, carries -0.274; number 13, N, carries -0.149; number 14, H, carries 0.229; number 15, H, carries 0.215; number 16, H, carries 0.210; number 17, H, carries 0.220; number 18, H, carries 0.217; number 19, H, carries 0.232; number 20, H, carries 0.224; number 21, H, carries 0.216; number 22, H, carries 0.223; number 23, H, carries 0.248; number 24, H, carries 0.223; number 25, H, carries 0.207; number 26, H, carries 0.209

---

DFT (wB97M-V/def2-TZVPD) results for one molecule with the formula C10H13N3O2 at a distorted geometry.

```
! wB97M-V def2-TZVPD RIJCOSX def2/J DEFGRID3
* xyz 0 1
C 0.416 0.302 3.181
C 0.773 1.572 2.515
C 1.591 1.479 1.199
N 0.804 1.252 -0.015
C 0.936 -0.010 -0.753
C 2.098 -0.901 -0.763
C 1.987 -2.151 -1.379
C 0.936 -2.452 -2.260
C -0.207 -1.659 -2.270
C -0.263 -0.470 -1.492
N -0.461 2.046 -0.116
C -0.993 2.580 1.095
O -1.682 3.522 0.941
N -0.391 2.365 2.374
O -0.719 3.274 3.540
H 1.296 -0.348 3.360
H -0.026 0.539 4.163
H -0.250 -0.346 2.641
H 1.441 2.191 3.210
H 2.388 0.790 1.261
H 2.035 2.522 1.039
H 3.001 -0.583 -0.334
H 2.929 -2.751 -1.277
H 0.923 -3.234 -3.056
H -1.058 -1.839 -2.914
H -1.153 0.183 -1.438
H -0.582 2.745 -0.848
H -0.953 4.198 3.214
*
```

Highest occupied orbital energy, Eh: -0.29062
Kohn-Sham gap, Eh: 0.317
SMILES string: C[C@H]1CN(c2ccccc2)NC(=O)N1O
Maximum force, eV/Å: 4.13
DFT total energy, eV: -19141.961
ΔE to the lowest compared entry with this formula, charge and spin, kJ/mol: 415.73

In the natural (NBO) picture, each atom carries the following charge in e: number 1, C, carries -0.619; number 2, C, carries -0.084; number 3, C, carries -0.212; number 4, N, carries -0.289; number 5, C, carries 0.180; number 6, C, carries -0.277; number 7, C, carries -0.188; number 8, C, carries -0.257; number 9, C, carries -0.195; number 10, C, carries -0.266; number 11, N, carries -0.490; number 12, C, carries 0.755; number 13, O, carries -0.632; number 14, N, carries -0.184; number 15, O, carries -0.547; number 16, H, carries 0.206; number 17, H, carries 0.227; number 18, H, carries 0.220; number 19, H, carries 0.223; number 20, H, carries 0.227; number 21, H, carries 0.194; number 22, H, carries 0.210; number 23, H, carries 0.219; number 24, H, carries 0.223; number 25, H, carries 0.216; number 26, H, carries 0.233; number 27, H, carries 0.416; number 28, H, carries 0.494

---

What did the first record say?
DFT (wB97M-V/def2-TZVPD) results for one molecule with the formula C10H13N2OPS at a distorted geometry.

```
! wB97M-V def2-TZVPD RIJCOSX def2/J DEFGRID3
* xyz 0 1
C -3.753 1.435 2.498
C -2.526 1.195 2.885
N -1.758 0.428 2.009
N -0.549 -0.187 2.285
C 0.113 -0.124 3.371
P -2.208 -0.067 0.389
S -1.772 -2.649 0.637
C -0.769 0.084 -0.665
C 0.591 -0.185 -0.373
C 1.559 -0.083 -1.374
C 1.197 0.438 -2.601
O 2.081 0.614 -3.619
C 3.401 0.156 -3.537
C -0.132 0.798 -2.856
C -1.087 0.516 -1.922
H -4.487 2.136 3.009
H -4.088 1.240 1.488
H -2.478 1.287 3.943
H 1.001 -0.687 3.460
H -0.277 0.200 4.264
H -0.893 -2.191 1.445
H 0.760 -0.792 0.580
H 2.531 -0.485 -1.245
H 3.995 0.506 -4.322
H 3.543 -0.932 -3.566
H 3.789 0.401 -2.541
H -0.318 1.435 -3.688
H -2.097 0.854 -2.165
*
```

Highest occupied orbital energy, Eh: -0.29978
Kohn-Sham gap, Eh: 0.286
SMILES string: C=CN(N=C)P(S)c1ccc(OC)cc1
Maximum force, eV/Å: 4.10
DFT total energy, eV: -35727.844
ΔE to the lowest compared entry with this formula, charge and spin, kJ/mol: 397.68

In the natural (NBO) picture, each atom carries the following charge in e: number 1, C, carries -0.414; number 2, C, carries -0.076; number 3, N, carries -0.557; number 4, N, carries -0.250; number 5, C, carries -0.127; number 6, P, carries 1.016; number 7, S, carries -0.409; number 8, C, carries -0.478; number 9, C, carries -0.131; number 10, C, carries -0.306; number 11, C, carries 0.342; number 12, O, carries -0.490; number 13, C, carries -0.247; number 14, C, carries -0.266; number 15, C, carries -0.159; number 16, H, carries 0.211; number 17, H, carries 0.200; number 18, H, carries 0.234; number 19, H, carries 0.184; number 20, H, carries 0.154; number 21, H, carries 0.111; number 22, H, carries 0.248; number 23, H, carries 0.218; number 24, H, carries 0.201; number 25, H, carries 0.173; number 26, H, carries 0.171; number 27, H, carries 0.227; number 28, H, carries 0.220

---

Question: Look up the maximum force of the second one.
Answer: 1.52 eV/Å